# 1
DFT (the ωB97M-V functional and the def2-TZVPD basis) results for C23H24N2O4 in the gas phase.

Cartesian coordinates (Å):
1 O 2.52 0.21 -1.20
2 C 1.70 0.40 -0.33
3 C 1.86 1.55 0.67
4 O 1.37 2.64 0.47
5 N 2.61 1.25 1.75
6 C 3.14 -0.05 2.08
7 C 2.53 -0.51 3.40
8 O 2.78 0.42 4.43
9 C 2.23 1.69 4.11
10 C 2.81 2.23 2.80
11 C 0.52 -0.43 -0.15
12 C 0.24 -1.53 -0.93
13 N -0.89 -2.13 -0.53
14 C -1.54 -3.23 -1.19
15 C -2.68 -2.76 -2.11
16 C -2.21 -1.70 -3.10
17 O -2.17 -0.47 -2.42
18 C -1.34 0.53 -2.86
19 C -0.69 0.53 -4.09
20 C 0.16 1.58 -4.41
21 C 0.37 2.62 -3.52
22 C -0.30 2.62 -2.31
23 C -1.15 1.59 -1.98
24 C -1.41 -1.42 0.53
25 C -2.56 -1.65 1.28
26 C -2.84 -0.77 2.30
27 C -2.01 0.32 2.57
28 C -0.87 0.55 1.83
29 C -0.55 -0.34 0.81
30 H 2.92 -0.76 1.28
31 H 4.23 0.04 2.19
32 H 2.99 -1.45 3.73
33 H 1.45 -0.66 3.28
34 H 2.48 2.34 4.95
35 H 1.14 1.60 4.03
36 H 2.31 3.16 2.51
37 H 3.89 2.41 2.92
38 H 0.82 -1.91 -1.75
39 H -1.93 -3.93 -0.44
40 H -0.79 -3.76 -1.79
41 H -3.48 -2.33 -1.50
42 H -3.08 -3.62 -2.64
43 H -1.23 -1.96 -3.50
44 H -2.92 -1.64 -3.94
45 H -0.84 -0.27 -4.80
46 H 0.67 1.56 -5.36
47 H 1.04 3.42 -3.78
48 H -0.14 3.42 -1.60
49 H -1.67 1.57 -1.04
50 H -3.21 -2.49 1.07
51 H -3.73 -0.92 2.90
52 H -2.28 1.00 3.36
53 H -0.26 1.42 2.03

- max |F| (eV Å⁻¹) = 0.69
- LUMO (eV) = 0.381
- charge = 0
- structure (SMILES) = O=C(C(=O)N1CCOCC1)c1cn(CCCOc2ccccc2)c2ccccc12
- E_tot (hartree) = -1301.32480
- energy above the lowest of the compared OMol25 structures with the same formula, charge and spin (eV) = 1.916
- HOMO level (eV) = -8.02

Atomic partial charges in e from the Mulliken method, atoms 1 to 6: atom 1 (O): -0.70, atom 2 (C): 0.57, atom 3 (C): 0.71, atom 4 (O): -0.65, atom 5 (N): 0.03, atom 6 (C): -0.66

# 2
DFT (the ωB97M-V functional and the def2-TZVPD basis) results for a gas-phase ion, C3HO3S (charge -1) at a distorted geometry.

Cartesian coordinates (Å):
1 C 2.03 -0.62 0.29
2 C -1.34 0.37 0.41
3 C -0.19 0.21 -0.63
4 O -0.94 0.27 1.60
5 O 1.81 -1.79 0.15
6 O -2.44 0.68 -0.10
7 S 1.35 0.79 -0.05
8 H -0.29 0.08 -1.67

- max |F| (eV Å⁻¹) = 4.21
- LUMO (spin up / spin down) (eV) = 3.151 / 3.165
- charge = -1
- E_tot (hartree) = -738.78456
- energy above the lowest of the compared OMol25 structures with the same formula, charge and spin (eV) = 2.817
- HOMO level (spin up / spin down) (eV) = -4.52 / -4.03

Atomic partial charges in e from the Mulliken method, atoms 1 to 6: atom 1 (C): 0.28, atom 2 (C): 0.67, atom 3 (C): -0.55, atom 4 (O): -0.69, atom 5 (O): -0.40, atom 6 (O): -0.70

# 3
DFT (the ωB97M-V functional and the def2-TZVPD basis) results for a molecular structure, C4H4 at a distorted geometry.

Cartesian coordinates (Å):
1 C -1.31 1.04 -2.39
2 C -1.10 -0.19 -2.37
3 C 1.13 -0.34 1.85
4 C 1.72 -0.72 2.89
5 H -1.68 2.24 -2.85
6 H -1.21 -1.37 -2.29
7 H 0.74 -0.35 0.90
8 H 1.72 -0.30 4.26

- max |F| (eV Å⁻¹) = 5.49
- LUMO (eV) = 0.328
- charge = 0
- E_tot (hartree) = -154.52401
- energy above the lowest of the compared OMol25 structures with the same formula, charge and spin (eV) = 5.346
- HOMO level (eV) = -10.48

Atomic partial charges in e from the Mulliken method, atoms 1 to 6: atom 1 (C): -0.31, atom 2 (C): -0.26, atom 3 (C): -0.31, atom 4 (C): -0.32, atom 5 (H): 0.28, atom 6 (H): 0.29

# 4
DFT (the ωB97M-V functional and the def2-TZVPD basis) results for a gas-phase ion, C2H6NO3S (charge +1) at a distorted geometry.

Cartesian coordinates (Å):
1 C -0.44 -0.84 -1.26
2 C -1.14 0.70 1.27
3 N 2.38 -0.50 -0.19
4 O 3.33 -0.49 0.44
5 O 1.21 0.38 0.47
6 O -0.19 1.79 -1.04
7 S -0.16 0.61 -0.24
8 H 0.38 -0.97 -1.95
9 H -1.42 -0.82 -1.56
10 H -0.14 -1.80 -0.65
11 H -1.91 1.50 1.21
12 H -0.47 0.74 2.07
13 H -1.43 -0.29 1.43

- max |F| (eV Å⁻¹) = 4.86
- LUMO (eV) = -5.953
- charge = +1
- E_tot (hartree) = -758.03224
- energy above the lowest of the compared OMol25 structures with the same formula, charge and spin (eV) = 2.148
- HOMO level (eV) = -16.37

Atomic partial charges in e from the Mulliken method, atoms 1 to 6: atom 1 (C): -0.95, atom 2 (C): -0.95, atom 3 (N): 0.44, atom 4 (O): -0.09, atom 5 (O): -0.39, atom 6 (O): -0.52

# 5
DFT (the ωB97M-V functional and the def2-TZVPD basis) results for 2 unconnected molecules or ions with the total composition C3H5FO2S at a distorted geometry.

Cartesian coordinates (Å):
1 C -0.93 -0.73 1.05
2 C -0.73 -0.06 -0.05
3 C -1.67 0.49 -1.05
4 O 3.41 0.75 1.47
5 O 3.81 -0.70 -0.44
6 F 0.62 -0.07 -0.40
7 S 3.18 0.49 0.07
8 H -0.03 -1.06 1.54
9 H -1.93 -1.02 1.54
10 H -1.59 -0.18 -1.93
11 H -1.40 1.48 -1.19
12 H -2.72 0.60 -0.64

- max |F| (eV Å⁻¹) = 2.67
- LUMO (eV) = -0.629
- charge = 0
- E_tot (hartree) = -765.79206
- energy above the lowest of the compared OMol25 structures with the same formula, charge and spin (eV) = 1.209
- HOMO level (eV) = -10.09

Atomic partial charges in e from the Mulliken method, atoms 1 to 6: atom 1 (C): -0.70, atom 2 (C): 0.55, atom 3 (C): -0.94, atom 4 (O): -0.41, atom 5 (O): -0.40, atom 6 (F): -0.23

# 6
DFT (the ωB97M-V functional and the def2-TZVPD basis) results for 8 unconnected molecules or ions with the total composition C16H48O16 at a distorted geometry.

Cartesian coordinates (Å):
1 O -1.53 -0.20 -2.21
2 C -1.14 -0.95 -3.33
3 C -2.03 -0.77 -4.51
4 O -1.63 -1.70 -5.45
5 H -2.24 -0.70 -1.85
6 H -0.20 -0.55 -3.57
7 H -1.03 -1.99 -3.05
8 H -1.99 0.20 -4.95
9 H -3.13 -0.87 -4.25
10 H -1.81 -1.29 -6.30
11 O -0.89 -0.40 0.80
12 C 0.34 -0.19 1.48
13 C 1.34 0.20 0.39
14 O 2.50 0.58 1.04
15 H -0.81 -1.17 0.28
16 H 0.33 0.53 2.28
17 H 0.66 -1.05 1.95
18 H 0.93 1.02 -0.22
19 H 1.60 -0.68 -0.29
20 H 3.16 -0.08 0.88
21 O -1.97 3.70 3.40
22 C -2.21 2.66 2.46
23 C -1.68 2.98 1.08
24 O -2.09 2.12 0.05
25 H -2.80 3.86 3.85
26 H -1.84 1.71 2.86
27 H -3.29 2.48 2.34
28 H -0.61 3.14 1.07
29 H -2.06 3.96 0.77
30 H -1.70 1.26 0.18
31 O -0.15 -2.92 -0.30
32 C -0.51 -4.20 0.04
33 C -1.40 -4.81 -1.01
34 O -1.50 -6.22 -0.74
35 H 0.38 -2.97 -1.10
36 H 0.35 -4.85 0.10
37 H -1.03 -4.21 0.98
38 H -0.96 -4.72 -1.99
39 H -2.42 -4.38 -0.90
40 H -0.75 -6.64 -1.16
41 O 0.45 5.45 3.16
42 C 1.73 4.85 3.12
43 C 1.62 3.65 2.25
44 O 2.91 3.13 2.13
45 H -0.17 4.70 3.35
46 H 2.44 5.60 2.79
47 H 2.07 4.65 4.08
48 H 1.43 3.98 1.22
49 H 0.93 2.92 2.70
50 H 2.81 2.27 1.69
51 O -4.10 -1.85 1.72
52 C -4.30 -0.45 1.88
53 C -5.69 -0.02 2.38
54 O -5.75 1.34 2.60
55 H -3.59 -2.02 0.94
56 H -3.49 -0.10 2.47
57 H -4.12 -0.09 0.91
58 H -5.93 -0.60 3.29
59 H -6.44 -0.31 1.61
60 H -6.70 1.56 2.62
61 O 4.76 2.03 -1.82
62 C 3.64 1.24 -2.20
63 C 2.41 2.14 -2.53
64 O 1.44 1.37 -3.00
65 H 5.55 1.47 -2.00
66 H 3.87 0.63 -3.06
67 H 3.52 0.59 -1.39
68 H 2.58 2.86 -3.37
69 H 1.97 2.62 -1.63
70 H 0.74 1.98 -3.07
71 O 3.24 -4.33 -0.92
72 C 3.38 -3.30 -0.02
73 C 4.40 -2.33 -0.62
74 O 4.72 -1.24 0.27
75 H 2.53 -4.11 -1.53
76 H 2.43 -2.79 0.21
77 H 3.65 -3.65 0.99
78 H 3.98 -1.86 -1.53
79 H 5.29 -2.84 -1.04
80 H 5.63 -1.04 0.24

- max |F| (eV Å⁻¹) = 4.58
- LUMO (eV) = -0.237
- charge = 0
- structure (SMILES) = OCCO.OCCO.OCCO.OCCO.OCCO.OCCO.OCCO.OCCO
- E_tot (hartree) = -1842.01877
- energy above the lowest of the compared OMol25 structures with the same formula, charge and spin (eV) = 3.381
- HOMO level (eV) = -9.28

Atomic partial charges in e from the Mulliken method, atoms 1 to 6: atom 1 (O): -0.21, atom 2 (C): -0.12, atom 3 (C): -0.41, atom 4 (O): -0.53, atom 5 (H): 0.18, atom 6 (H): 0.34

# 7
DFT (the ωB97M-V functional and the def2-TZVPD basis) results for C5H6BrN3O3 in the gas phase at a distorted geometry.

Cartesian coordinates (Å):
1 C 0.65 -1.10 0.29
2 C 0.95 -0.31 -0.99
3 C -0.75 0.94 -0.26
4 C 1.50 -2.41 0.33
5 C -0.98 2.06 0.65
6 N -0.21 -0.71 1.04
7 N 0.31 0.81 -1.08
8 N -1.92 0.29 -0.93
9 O -1.74 -0.52 -1.84
10 O -2.98 0.61 -0.47
11 O 0.21 2.46 1.39
12 Br 2.26 -0.78 -2.15
13 H 1.14 -2.87 1.18
14 H 2.52 -2.01 0.30
15 H 1.33 -3.01 -0.59
16 H -1.77 1.90 1.44
17 H -1.24 3.01 0.13
18 H 0.72 1.64 1.57

- max |F| (eV Å⁻¹) = 4.33
- LUMO (spin up / spin down) (eV) = -1.204 / -1.204
- charge = 0
- E_tot (hartree) = -3157.91732
- energy above the lowest of the compared OMol25 structures with the same formula, charge and spin (eV) = 1.482
- HOMO level (spin up / spin down) (eV) = -9.61 / -9.61

Atomic partial charges in e from the Mulliken method, atoms 1 to 6: atom 1 (C): 1.34, atom 2 (C): 0.00, atom 3 (C): 0.26, atom 4 (C): -1.55, atom 5 (C): -0.41, atom 6 (N): -0.75

# 8
DFT (the ωB97M-V functional and the def2-TZVPD basis) results for C3H4O2 in the gas phase at a distorted geometry.

Cartesian coordinates (Å):
1 C 1.22 0.00 0.34
2 C -0.19 -0.18 0.02
3 O -1.14 -1.13 0.23
4 C -1.38 0.11 -0.62
5 O -1.34 1.06 0.32
6 H 1.37 0.04 1.42
7 H 1.58 0.92 -0.12
8 H 1.77 -0.86 -0.05
9 H -1.89 0.04 -1.56

- max |F| (eV Å⁻¹) = 1.73
- LUMO (eV) = 0.922
- charge = 0
- structure (SMILES) = C[C@]12O[C@H]1O2
- E_tot (hartree) = -267.04795
- energy above the lowest of the compared OMol25 structures with the same formula, charge and spin (eV) = 3.941
- HOMO level (eV) = -9.23

Atomic partial charges in e from the Mulliken method, atoms 1 to 6: atom 1 (C): -0.88, atom 2 (C): 0.70, atom 3 (O): -0.47, atom 4 (C): -0.03, atom 5 (O): -0.54, atom 6 (H): 0.28

Among the records above, which one has the lowest max |F|? C23H24N2O4

The lowest E_tot belongs to which entry? C5H6BrN3O3

Which of these has the lowest E_tot? C5H6BrN3O3

What is the charge in the first record? 0